# 1
This record from the Open Molecules 2025 dataset describes a molecular structure, C41H41O14PSi2. The level of theory is the ωB97M-V functional and the def2-TZVPD basis.

```
99
Properties=species:S:1:pos:R:3:forces:R:3:mulliken_charge:R:1
C 0.1219 4.3169 2.4117 -0.277 0.053 -0.174 -1.192
C -0.6112 3.0244 1.9865 -0.135 0.150 0.233 0.117
P 0.2798 1.5067 2.5595 0.691 0.071 -0.002 0.042
C -0.6519 1.1028 4.0996 -0.309 0.125 -0.261 -1.027
Si -0.3009 -0.1598 1.1845 -0.545 -0.377 0.249 0.497
O 1.0312 -0.9519 0.5859 -0.066 0.622 -0.207 -0.148
Si 2.1796 -0.1507 -0.3121 0.396 -0.157 0.021 0.239
C 3.5262 -1.3646 -0.8026 -0.233 0.107 -0.427 0.233
C 3.6211 -1.7836 -2.2820 0.032 -0.085 -0.020 -0.431
O 2.5867 -1.2354 -3.1092 -0.190 -0.454 0.389 -0.511
H 0.2714 4.9683 1.5501 0.123 -0.024 0.002 0.317
H -0.4740 4.8851 3.1270 0.069 -0.040 0.091 0.292
H 1.0919 4.1055 2.8587 0.037 0.034 -0.013 0.381
H -0.7538 3.0125 0.9072 0.081 -0.129 -0.011 -0.186
H -1.6013 3.0084 2.4476 -0.099 -0.041 -0.170 0.336
H -1.7130 0.9421 3.9054 0.002 -0.089 0.076 0.151
H -0.2350 0.2184 4.5755 0.035 0.022 0.068 0.388
H -0.5465 1.9669 4.7568 0.070 -0.101 0.141 0.377
H -1.1540 0.3111 0.0572 0.111 0.071 -0.061 -0.138
H -1.0740 -1.1396 1.9622 0.065 -0.152 -0.020 -0.190
H 1.5397 0.5593 -1.4383 -0.102 -0.022 0.008 -0.137
H 2.8074 0.8990 0.5238 -0.028 -0.023 0.057 -0.175
H 4.4666 -0.8997 -0.5076 0.031 -0.086 0.145 -0.422
H 3.3885 -2.2612 -0.1968 0.085 0.091 0.194 0.423
H 4.5965 -1.5140 -2.6871 0.015 0.039 0.023 0.297
H 3.5557 -2.8688 -2.3544 -0.074 0.007 -0.035 0.206
H 2.9747 -0.6123 -3.7106 0.191 0.393 -0.334 0.306
C 7.5925 -1.4099 -0.0627 -0.003 -0.004 -0.007 -0.033
C 8.7277 -1.1442 0.5764 -0.027 -0.050 0.040 -0.503
C 9.7104 -2.2154 0.8752 0.004 0.002 0.002 0.263
O 10.7521 -1.9733 1.4466 0.013 0.004 -0.019 -0.568
C 9.3771 -3.5964 0.4394 -0.019 -0.006 -0.004 -0.487
C 8.2395 -3.8612 -0.1961 0.017 0.004 0.012 -0.356
C 7.2576 -2.7873 -0.4990 0.007 -0.038 0.009 0.454
O 6.2242 -3.0351 -1.0840 0.065 0.002 -0.017 -0.471
H 6.8693 -0.6394 -0.2970 0.001 -0.003 -0.017 0.421
H 8.9915 -0.1463 0.8974 0.016 0.002 -0.006 0.416
H 10.1100 -4.3596 0.6689 0.011 0.014 0.014 0.413
H 7.9717 -4.8576 -0.5242 -0.021 0.008 -0.009 0.428
C -6.8036 0.4713 2.4791 0.037 0.011 -0.023 -0.374
C -5.5967 0.3365 3.0205 0.014 0.029 -0.021 -0.406
C -4.5666 -0.5237 2.3854 0.018 -0.008 -0.055 0.420
O -3.4584 -0.6451 2.8659 -0.079 0.071 0.079 -0.522
C -4.9361 -1.2309 1.1359 -0.008 -0.023 -0.037 -0.318
C -6.1426 -1.0982 0.5917 -0.013 0.036 0.221 -0.382
C -7.1702 -0.2313 1.2227 -0.013 0.001 0.005 0.308
O -8.2726 -0.1004 0.7329 -0.002 -0.009 0.013 -0.585
H -7.5725 1.0912 2.9228 -0.015 -0.010 -0.012 0.457
H -5.3109 0.8329 3.9384 0.005 -0.040 0.019 0.437
H -4.1665 -1.8518 0.6940 0.010 0.006 0.012 0.468
H -6.4221 -1.6034 -0.3175 -0.052 0.005 -0.086 0.510
C 11.3996 0.7014 -1.9977 0.016 0.003 -0.007 -0.216
C 12.6284 0.9978 -2.4100 -0.018 -0.006 0.005 -0.413
C 13.1643 2.3797 -2.3024 0.000 -0.001 0.001 0.339
O 14.2821 2.6513 -2.6804 0.004 0.002 -0.004 -0.537
C 12.2762 3.4157 -1.7142 -0.018 -0.005 0.007 -0.377
C 11.0476 3.1182 -1.3014 0.016 0.008 -0.008 -0.388
C 10.5137 1.7379 -1.4113 0.006 -0.013 0.009 0.462
O 9.3941 1.4640 -1.0323 -0.006 0.043 -0.017 -0.514
H 10.9863 -0.2972 -2.0645 -0.017 0.006 0.010 0.440
H 13.2947 0.2604 -2.8389 0.017 0.015 0.000 0.404
H 12.6898 4.4137 -1.6453 0.019 -0.007 -0.008 0.400
H 10.3815 3.8542 -0.8697 -0.015 -0.015 0.003 0.416
C -5.9471 -0.3857 -5.7045 0.011 -0.002 -0.009 -0.381
C -5.9023 -0.3843 -4.3755 -0.007 0.036 -0.017 -0.271
C -5.7066 -1.6399 -3.6151 0.007 0.006 0.040 0.289
O -5.6543 -1.6341 -2.4015 0.044 -0.060 -0.106 -0.471
C -5.5672 -2.9020 -4.3828 -0.009 -0.012 -0.021 -0.326
C -5.6164 -2.9052 -5.7116 0.005 0.008 0.024 -0.400
C -5.8090 -1.6454 -6.4784 -0.003 0.001 0.010 0.345
O -5.8482 -1.6510 -7.6890 -0.001 -0.003 -0.011 -0.552
H -6.0788 0.5204 -6.2817 0.009 -0.003 -0.008 0.437
H -5.9932 0.5226 -3.7921 0.021 0.001 -0.006 0.457
H -5.4241 -3.8034 -3.8005 -0.003 0.011 0.017 0.427
H -5.5174 -3.8099 -6.2977 -0.002 0.013 -0.022 0.400
C -3.1777 4.2452 -2.9835 0.009 0.011 0.007 -0.407
C -2.0803 4.5436 -2.2949 -0.008 -0.004 -0.017 -0.472
C -1.0079 3.5372 -2.0805 -0.032 0.047 0.015 0.362
O -0.0117 3.8134 -1.4476 0.005 -0.025 -0.002 -0.553
C -1.2091 2.1858 -2.6608 0.016 -0.083 0.013 -0.188
C -2.3094 1.8864 -3.3461 0.001 0.038 0.006 -0.398
C -3.3774 2.8935 -3.5645 0.004 -0.005 0.006 0.424
O -4.3808 2.6260 -4.1926 -0.023 -0.032 -0.001 -0.545
H -3.9728 4.9598 -3.1545 -0.013 -0.018 -0.011 0.424
H -1.9110 5.5207 -1.8604 0.022 -0.008 0.011 0.445
H -0.4200 1.4657 -2.4809 0.016 0.022 0.008 0.408
H -2.4808 0.9061 -3.7728 -0.015 0.003 -0.006 0.494
C -9.2526 -1.0135 5.8380 -0.010 -0.008 0.004 -0.319
C -10.2496 -1.8858 5.9541 0.015 0.013 -0.005 -0.353
C -9.9914 -3.3480 6.0117 -0.001 -0.001 0.000 0.351
O -10.8992 -4.1425 6.1173 -0.003 -0.002 0.004 -0.540
C -8.5776 -3.7980 5.9342 0.016 0.010 -0.007 -0.350
C -7.5810 -2.9252 5.8177 -0.015 -0.015 0.006 -0.395
C -7.8405 -1.4647 5.7618 0.010 -0.022 -0.019 0.473
O -6.9306 -0.6707 5.6518 -0.010 0.038 0.027 -0.536
H -9.4149 0.0559 5.7927 0.019 0.003 0.001 0.417
H -11.2872 -1.5828 6.0111 -0.007 -0.021 -0.003 0.408
H -8.4155 -4.8674 5.9775 -0.021 -0.004 -0.001 0.406
H -6.5430 -3.2271 5.7578 0.007 0.022 0.000 0.446
```
Positions in Å, forces in eV/Å.

Values from the calculation:
Lowest unoccupied orbital energy = -0.0620 Eh
Spin multiplicity = 1
Gap between HOMO and LUMO = 6.2 eV

# 2
This record from the Open Molecules 2025 dataset describes C5H5N in the gas phase at a distorted geometry. The level of theory is the ωB97M-V functional and the def2-TZVPD basis.

```
11
Properties=species:S:1:pos:R:3:forces:R:3:mulliken_charge:R:1
C 1.1896 0.1694 1.2117 0.235 -0.202 0.162 -0.394
C -0.0794 -0.3990 0.8190 0.237 2.542 0.059 0.318
C -0.4829 0.1473 -0.3512 0.856 -0.291 1.610 -0.052
C -1.0822 -1.1454 0.1964 -3.729 -0.999 -1.062 -0.273
C 0.7371 0.8880 -0.8003 0.292 -1.239 1.230 -0.393
N 1.6931 0.9775 0.3412 -0.815 -1.789 -0.331 -0.528
H 1.6287 -0.0381 2.1623 0.498 0.156 0.481 0.388
H -0.8687 -2.1142 -0.1899 0.365 -0.890 -0.546 0.210
H -2.2323 -1.0941 0.3648 2.028 0.146 0.316 0.163
H 1.0336 0.3212 -1.6601 1.048 -0.168 -0.488 0.265
H 0.6810 1.8805 -1.0228 -1.014 2.734 -1.432 0.297
```
Positions in Å, forces in eV/Å.

Values from the calculation:
Relative energy (zero: lowest compared OMol25 entry of this formula, charge and spin) = 461.4 kJ/mol
Lowest unoccupied orbital energy = 0.0207 Eh
Spin multiplicity = 1
Gap between HOMO and LUMO = 9.7 eV

# 3
This record from the Open Molecules 2025 dataset describes C4H11N3 in the gas phase at a distorted geometry. The level of theory is the ωB97M-V functional and the def2-TZVPD basis.

```
18
Properties=species:S:1:pos:R:3:forces:R:3:mulliken_charge:R:1
C 1.1132 0.5215 1.8313 -0.394 0.618 0.891 -1.193
C -0.3484 0.1770 2.1051 0.250 -0.298 -1.088 -0.387
C -1.0056 -0.5371 0.8977 -0.556 0.551 1.263 -0.825
N -0.9020 0.2442 -0.3203 -0.238 -0.447 0.175 -0.235
C 0.0407 0.0593 -1.2984 -0.275 -0.508 -0.084 0.611
N 0.2962 -1.2883 -1.5867 0.316 1.980 0.495 -0.459
N 0.5879 1.0455 -1.9031 0.003 -0.103 0.309 -0.729
H 1.4999 1.0754 2.6840 0.211 -0.206 0.342 0.387
H 1.1997 1.2598 1.0416 0.097 -0.389 -0.612 0.308
H 1.7187 -0.3691 1.6955 0.148 0.026 -0.331 0.306
H -0.9159 1.0927 2.2550 -0.033 0.137 0.381 0.309
H -0.4413 -0.4806 2.9691 -0.107 0.156 0.176 0.309
H -0.6464 -1.5652 0.8975 0.137 0.110 -0.801 0.416
H -2.0724 -0.5661 1.1316 -0.079 -0.400 0.006 0.283
H -1.2265 1.1875 -0.1607 0.376 0.055 -0.447 0.271
H -0.3924 -1.9896 -1.4018 0.324 -0.304 -0.206 0.231
H 1.1780 -1.3496 -2.0568 -0.194 -1.153 -0.246 0.187
H 1.1477 0.6859 -2.6680 0.014 0.175 -0.223 0.211
```
Positions in Å, forces in eV/Å.

Values from the calculation:
Relative energy (zero: lowest compared OMol25 entry of this formula, charge and spin) = 93.6 kJ/mol
Lowest unoccupied orbital energy = 0.0351 Eh
Spin multiplicity = 1
Gap between HOMO and LUMO = 9.6 eV

# 4
This record from the Open Molecules 2025 dataset describes 2 unconnected molecules or ions with the total composition C6H12S. The level of theory is the ωB97M-V functional and the def2-TZVPD basis.

```
19
Properties=species:S:1:pos:R:3:forces:R:3:mulliken_charge:R:1
C -2.1389 -0.4608 -0.0870 -0.157 -0.293 -0.008 -0.908
C -1.6548 -1.2390 -1.0567 -0.323 0.665 0.302 0.029
C -0.9624 -0.7344 -2.2359 -0.076 -0.741 -0.570 0.157
C -0.5194 -1.5712 -3.1810 0.050 0.547 0.283 -0.844
H -2.1129 0.6214 -0.1200 0.239 0.009 -0.094 0.289
H -2.6264 -0.8909 0.7789 -0.050 -0.024 -0.048 0.250
H -1.8097 -2.3091 -1.0018 0.185 -0.113 0.058 0.255
H -0.8580 0.3361 -2.3646 0.107 0.057 0.155 0.271
H 0.0226 -1.2060 -4.0429 -0.087 -0.061 -0.072 0.273
H -0.6721 -2.6381 -3.0880 0.073 -0.055 -0.008 0.232
C 0.7929 1.3397 0.6449 0.433 -0.260 0.489 -0.819
S 2.4662 1.6073 1.3114 -0.206 0.086 -0.167 -0.070
C 2.1996 0.9389 2.9589 -0.077 -0.004 0.175 -0.831
H 0.0541 1.8389 1.2697 -0.028 0.192 -0.142 0.342
H 0.5769 0.2740 0.6569 -0.039 -0.063 -0.135 0.251
H 0.7711 1.7014 -0.3780 -0.054 0.104 -0.014 0.281
H 3.1481 0.9117 3.4913 0.086 0.014 -0.119 0.305
H 1.5150 1.5537 3.5428 -0.065 0.041 -0.077 0.273
H 1.8083 -0.0739 2.9011 -0.012 -0.100 -0.008 0.264
```
Positions in Å, forces in eV/Å.

Values from the calculation:
Relative energy (zero: lowest compared OMol25 entry of this formula, charge and spin) = 120.1 kJ/mol
Lowest unoccupied orbital energy = 0.0365 Eh
Spin multiplicity = 1
Gap between HOMO and LUMO = 9.4 eV

# 5
This record from the Open Molecules 2025 dataset describes 11 unconnected molecules or ions with the total composition H22N2O12 at a distorted geometry. The level of theory is the ωB97M-V functional and the def2-TZVPD basis.

```
36
Properties=species:S:1:pos:R:3:forces:R:3:mulliken_charge:R:1
N -42.6662 -7.4685 -26.4215 -6.468 -2.489 2.457 0.100
H -43.4667 -8.1233 -25.9881 2.428 1.691 -0.730 0.224
H -42.6395 -7.6587 -27.3325 1.765 -2.309 -4.810 0.381
H -41.8895 -7.4774 -25.8841 3.795 0.139 2.138 0.143
H -43.1106 -6.6216 -26.5511 -1.036 3.213 1.253 0.158
N -39.5658 -6.4194 -27.6852 -1.548 -5.060 6.001 1.014
O -39.9679 -5.3666 -27.3236 -0.157 6.471 0.427 -0.698
O -38.9612 -7.1470 -26.8272 2.960 0.434 0.173 -0.686
O -40.2087 -7.0606 -28.4462 -1.947 -1.968 -6.194 -0.659
O -43.0859 -5.4653 -23.7019 13.359 3.409 2.059 -0.572
H -43.8325 -5.4777 -24.0105 -13.412 -1.081 -4.592 0.281
H -42.7977 -4.6979 -24.4259 0.158 -2.435 2.603 0.336
O -42.0800 -10.3258 -27.6269 0.469 -3.242 2.511 -0.492
H -41.9903 -10.9019 -28.3526 -0.062 0.594 -4.240 0.228
H -41.9167 -11.2828 -27.2463 -0.456 2.694 1.804 0.286
O -42.1497 -3.7953 -25.8390 0.917 -1.074 -3.760 -0.729
H -41.3296 -4.4291 -26.1609 -2.591 2.255 0.697 0.440
H -42.6254 -3.4503 -26.7210 1.983 -1.326 2.919 0.309
O -40.0686 -6.7175 -24.0825 -1.230 -1.935 1.643 -0.610
H -40.2117 -7.6775 -23.8240 -0.318 1.748 0.168 0.295
H -39.4763 -6.9646 -24.7617 1.577 0.594 -2.106 0.303
O -40.6473 -9.3417 -24.7212 1.187 2.338 2.487 -0.483
H -40.2022 -9.7449 -25.4018 1.409 -1.507 -2.643 0.244
H -41.5081 -9.6327 -24.6216 -2.539 -1.020 -0.082 0.253
O -45.4306 -7.5932 -28.3136 -4.265 1.455 -2.353 -0.602
H -45.0718 -7.6011 -29.2389 -0.236 -0.134 1.168 0.290
H -46.4834 -7.2793 -28.5569 4.537 -1.300 1.181 0.329
O -45.0864 -5.5821 -25.6812 -0.904 -3.019 2.463 -0.572
H -45.8947 -5.9029 -25.1596 1.721 0.964 -1.341 0.289
H -45.3172 -4.8612 -26.2031 -0.971 1.989 -1.248 0.240
O -46.0782 -9.3665 -25.7506 3.958 1.542 -1.289 -0.546
H -46.8981 -9.6250 -25.5124 -4.172 -1.555 1.432 0.269
H -46.2373 -8.6597 -26.3843 0.353 -0.007 -0.224 0.270
O -43.3736 -8.8551 -23.9478 -1.094 -2.816 -1.678 -0.612
H -42.9191 -8.7178 -23.1466 0.933 0.733 1.679 0.280
H -43.5200 -9.8546 -23.9591 -0.104 2.015 0.029 0.296
```
Positions in Å, forces in eV/Å.

Values from the calculation:
Relative energy (zero: lowest compared OMol25 entry of this formula, charge and spin) = 384.9 kJ/mol
Lowest unoccupied orbital energy = -0.0283 Eh
Spin multiplicity = 1
Gap between HOMO and LUMO = 6.7 eV

# 6
This record from the Open Molecules 2025 dataset describes 2 unconnected molecules or ions with the total composition C6H10IN3 at a distorted geometry. The level of theory is the ωB97M-V functional and the def2-TZVPD basis.

```
20
Properties=species:S:1:pos:R:3:forces:R:3:mulliken_charge:R:1
C 0.5176 -3.2052 -0.7590 0.473 2.583 0.038 -0.040
C -0.2798 -1.2820 -0.2797 -1.361 2.564 -0.809 0.198
C 1.1028 1.3605 -0.6805 1.057 -0.523 2.092 -1.601
C -0.0305 1.8134 1.3741 -4.286 0.959 -0.236 -1.550
C -1.3585 0.9694 -0.6234 0.246 -3.661 -0.731 -0.880
C -0.2584 1.8054 -0.1542 1.340 0.886 0.136 0.929
N 0.4011 -1.9303 -1.2100 0.657 -1.640 -2.185 -0.528
N -0.5480 -1.9993 0.7597 -0.561 0.097 1.636 -0.607
N -0.0034 -3.1848 0.4599 -0.235 -1.463 1.191 0.138
I -3.0334 0.8051 0.6236 0.003 0.016 -0.515 0.118
H 1.0514 -4.0439 -1.1877 -0.175 0.255 -0.048 0.393
H 1.7305 2.2229 -0.7918 0.509 0.480 0.077 0.410
H 1.1027 0.8517 -1.5718 -0.391 -1.054 -2.424 0.517
H 1.6373 0.6079 0.0155 -1.069 1.283 -0.720 0.285
H -0.1233 0.7647 1.6120 0.105 -0.280 0.666 0.422
H -0.7862 2.4520 1.9667 0.734 -1.256 -0.949 0.305
H 0.8667 2.2095 1.6641 2.578 0.743 0.287 0.497
H -1.5839 0.8800 -1.7498 0.444 0.100 2.037 0.443
H -0.4839 2.7791 -0.6641 0.209 -0.147 0.830 0.323
H 0.0792 -3.8761 1.1965 -0.276 0.058 -0.374 0.229
```
Positions in Å, forces in eV/Å.

Values from the calculation:
Relative energy (zero: lowest compared OMol25 entry of this formula, charge and spin) = 447.8 kJ/mol
Lowest unoccupied orbital energy (alpha / beta) = -0.0068 / -0.0068 Eh
Spin multiplicity = 1
Gap between HOMO and LUMO (alpha / beta) = 8.2 / 8.2 eV